Record 1
# C4H6ClNOS

A structure of composition C4H6ClNOS in a non-equilibrium geometry (ωB97M-V/def2-TZVPD, the Open Molecules 2025 dataset).

The value obtained for the energy above the lowest of the compared OMol25 structures with the same formula, charge and spin is 81.33 kcal per mole. Its LUMO energy is -0.47 eV. The value obtained for the HOMO energy is -9.856 eV.

```
! RIJCOSX wB97M-V def2-TZVPD def2/J DEFGRID3
* xyz 0 1
C 1.96 1.64 0.79
C -0.15 0.55 -1.12
C 0.07 0.00 0.24
C 2.01 0.22 0.78
N 2.00 2.80 0.68
O 2.67 -2.15 -0.42
S 2.78 -0.72 -0.68
Cl 4.64 -0.07 0.10
H 0.73 0.27 -1.76
H -0.89 0.04 -1.65
H -0.42 1.56 -1.02
H 0.28 -1.04 0.35
H -0.32 0.54 1.14
H 2.11 -0.39 1.69
*
```

---

Record 2
# C20H24N4O2

The molecule C20H24N4O2 (ωB97M-V/def2-TZVPD, the Open Molecules 2025 dataset).

The value obtained for the energy above the lowest of the compared OMol25 structures with the same formula, charge and spin is 70.20 kcal per mole. As for the SMILES: O=C(CCN1CCN(c2ccccc2)CC1)N/N=C/c1ccccc1O. Its LUMO energy is 0.24 eV. The value obtained for the HOMO energy is -7.314 eV.

```
! RIJCOSX wB97M-V def2-TZVPD def2/J DEFGRID3
* xyz 0 1
O 1.05 -1.39 -1.22
C 0.31 -2.24 -0.78
C 0.77 -3.43 0.03
C 0.34 -3.40 1.52
N 0.82 -2.33 2.34
C 2.26 -2.18 2.44
C 2.77 -0.92 1.73
N 2.18 0.24 2.37
C 2.77 1.48 2.31
C 2.37 2.50 3.18
C 2.97 3.75 3.13
C 3.99 4.01 2.23
C 4.40 3.00 1.37
C 3.80 1.75 1.40
C 0.86 0.04 2.92
C 0.14 -1.06 2.16
N -1.05 -2.22 -0.98
N -1.62 -1.21 -1.66
C -2.88 -1.19 -1.86
C -3.52 -0.13 -2.59
C -4.91 -0.17 -2.76
C -5.57 0.82 -3.45
C -4.85 1.89 -3.98
C -3.49 1.95 -3.82
C -2.80 0.96 -3.13
O -1.47 1.08 -3.01
H 1.86 -3.47 -0.03
H 0.37 -4.34 -0.42
H 0.69 -4.34 1.97
H -0.75 -3.39 1.59
H 2.53 -2.11 3.50
H 2.76 -3.06 2.03
H 2.51 -0.96 0.66
H 3.86 -0.87 1.83
H 1.60 2.32 3.91
H 2.64 4.52 3.81
H 4.46 4.98 2.20
H 5.18 3.19 0.66
H 4.12 1.00 0.70
H 0.91 -0.23 3.99
H 0.29 0.97 2.83
H 0.07 -0.76 1.10
H -0.88 -1.16 2.55
H -1.64 -2.97 -0.62
H -3.52 -1.99 -1.48
H -5.46 -1.00 -2.35
H -6.65 0.77 -3.58
H -5.37 2.67 -4.52
H -2.91 2.77 -4.23
H -1.10 0.32 -2.51
*
```

---

Record 3
# C42H73AsBN6OW

A structure of composition C42H73AsBN6OW in a non-equilibrium geometry (ωB97M-V/def2-TZVPD, the Open Molecules 2025 dataset).

The value obtained for the energy above the lowest of the compared OMol25 structures with the same formula, charge and spin is 0.00 kcal per mole. Its LUMO energy (spin up / spin down) is -9.55 / -9.69 eV. The value obtained for the HOMO energy (spin up / spin down) is -16.197 / -16.441 eV.

```
! RIJCOSX wB97M-V def2-TZVPD def2/J DEFGRID3
* xyz 3 3
W -0.38 -0.75 0.41
C 1.91 -3.85 3.71
C 0.94 -2.76 3.32
C -0.22 -3.01 2.59
C -0.64 -4.39 2.18
C -1.15 -1.96 2.33
C -2.61 -2.38 2.27
C -0.88 -0.65 2.83
C -2.05 0.31 2.98
C 0.24 -0.45 3.67
C 0.35 0.79 4.53
C 1.16 -1.48 3.87
C 2.33 -1.29 4.80
H 1.92 -3.97 4.80
H 2.93 -3.61 3.41
H 1.66 -4.83 3.30
H -0.96 -4.41 1.14
H -1.49 -4.72 2.78
H 0.14 -5.14 2.31
H -2.89 -2.71 3.28
H -2.80 -3.21 1.60
H -3.27 -1.57 2.01
H -2.60 0.04 3.89
H -2.75 0.29 2.16
H -1.73 1.34 3.08
H 1.36 1.20 4.55
H 0.09 0.52 5.56
H -0.32 1.59 4.23
H 3.23 -1.78 4.43
H 2.11 -1.75 5.77
H 2.57 -0.25 4.98
C -0.86 -1.55 -4.13
C 0.53 -1.53 -3.47
C 1.60 -1.79 -4.53
C 0.70 -0.20 -2.79
C 1.24 0.94 -3.36
C 0.91 1.99 -2.51
C 1.25 3.45 -2.63
C 2.47 3.76 -1.75
C 1.51 3.84 -4.09
N 0.23 1.47 -1.48
N 0.12 0.10 -1.61
B -0.64 2.17 -0.41
N -2.03 1.50 -0.52
N -2.13 0.16 -0.20
C -3.31 -0.30 -0.76
C -3.93 0.75 -1.36
C -3.10 1.88 -1.20
C -3.32 3.26 -1.73
C -3.43 3.20 -3.26
C -4.57 3.88 -1.10
C -3.72 -1.74 -0.71
C -4.83 -2.04 -1.72
C -2.52 -2.64 -0.97
N 0.04 1.83 0.98
N 0.90 0.75 0.93
C 2.05 1.05 1.53
C 1.94 2.34 2.03
C 0.68 2.81 1.69
C 0.09 4.16 2.02
C 0.77 5.26 1.19
C -1.43 4.26 1.92
C 3.24 0.14 1.50
C 4.36 0.64 2.41
C 3.72 0.04 0.05
H -1.06 -2.52 -4.58
H -0.90 -0.79 -4.92
H -1.65 -1.31 -3.41
H 0.56 -2.30 -2.71
H 1.39 -1.23 -5.44
H 1.62 -2.85 -4.80
H 2.61 -1.51 -4.20
H 1.76 1.01 -4.31
H 0.40 4.03 -2.26
H 3.35 3.22 -2.13
H 2.30 3.47 -0.71
H 2.69 4.83 -1.78
H 2.43 3.38 -4.46
H 1.63 4.92 -4.16
H 0.68 3.55 -4.74
H -0.70 3.34 -0.59
H -4.88 0.73 -1.88
H -2.46 3.87 -1.47
H -4.30 2.63 -3.57
H -2.54 2.74 -3.71
H -3.53 4.21 -3.66
H -5.47 3.30 -1.36
H -4.70 4.89 -1.47
H -4.50 3.92 -0.01
H -4.11 -1.94 0.27
H -4.52 -1.80 -2.74
H -5.74 -1.48 -1.48
H -5.09 -3.10 -1.68
H -2.28 -2.67 -2.03
H -2.68 -3.66 -0.63
H -1.61 -2.28 -0.48
H 2.69 2.89 2.58
H 0.38 4.32 3.06
H 0.53 5.16 0.13
H 1.86 5.23 1.30
H 0.43 6.24 1.53
H -1.77 4.42 0.90
H -1.77 5.11 2.51
H -1.94 3.37 2.32
H 2.91 -0.85 1.83
H 4.72 1.62 2.07
H 5.20 -0.05 2.38
H 4.04 0.74 3.45
H 3.99 1.04 -0.32
H 2.95 -0.36 -0.61
H 4.61 -0.59 -0.01
C 3.03 -2.83 -1.96
As 1.68 -3.56 -0.84
C 2.62 -4.69 0.37
C 0.47 -4.73 -1.75
O 0.82 -2.33 -0.02
H 3.26 -3.57 -2.73
H 3.91 -2.67 -1.34
H 2.71 -1.90 -2.41
H 3.21 -5.35 -0.27
H 1.94 -5.28 0.97
H 3.29 -4.10 1.00
H 1.03 -5.19 -2.57
H -0.39 -4.21 -2.15
H 0.17 -5.50 -1.05
*
```

---

Record 4
# C10H12ClNO2

The molecule C10H12ClNO2 in a non-equilibrium geometry (ωB97M-V/def2-TZVPD, the Open Molecules 2025 dataset).

The value obtained for the energy above the lowest of the compared OMol25 structures with the same formula, charge and spin is 112.12 kcal per mole. As for the SMILES: CC(C)=[N+]([O-])O[C@@H]1C=CC=C/C1=C\Cl. Its LUMO energy is -0.25 eV. The value obtained for the HOMO energy is -8.213 eV.

```
! RIJCOSX wB97M-V def2-TZVPD def2/J DEFGRID3
* xyz 0 1
C -3.29 -1.45 0.35
C -2.26 -0.54 -0.18
C -2.09 -0.22 -1.65
N -1.36 -0.07 0.64
O -1.29 -0.32 1.85
O -0.44 0.82 0.14
C 0.77 0.80 0.89
C 1.34 2.19 0.60
C 2.40 2.33 -0.24
C 3.12 1.23 -0.81
C 2.83 -0.06 -0.45
C 1.69 -0.34 0.34
C 1.22 -1.55 0.70
Cl 2.06 -3.00 0.19
H -4.21 -1.02 0.48
H -2.78 -1.97 1.26
H -3.42 -2.26 -0.31
H -1.09 -0.01 -1.81
H -2.43 -1.04 -2.21
H -2.72 0.65 -1.81
H 0.57 0.76 1.98
H 0.93 2.99 1.21
H 2.78 3.35 -0.46
H 4.02 1.37 -1.34
H 3.29 -0.93 -0.90
H 0.35 -1.70 1.52
*
```

---

Record 5
# C3H7NO2

The molecule C3H7NO2 (ωB97M-V/def2-TZVPD, the Open Molecules 2025 dataset).

The value obtained for the energy above the lowest of the compared OMol25 structures with the same formula, charge and spin is 38.52 kcal per mole. As for the SMILES: C/N=C(/O)OC. Its LUMO energy is 0.90 eV. The value obtained for the HOMO energy is -9.221 eV.

```
! RIJCOSX wB97M-V def2-TZVPD def2/J DEFGRID3
* xyz 0 1
C -0.53 0.88 -2.07
N 0.46 0.69 -1.05
C 0.31 0.10 0.05
O 1.39 0.12 0.85
O -0.77 -0.52 0.53
C -0.69 -1.17 1.80
H -0.22 0.34 -2.97
H -0.55 1.94 -2.33
H -1.54 0.56 -1.79
H 1.92 0.68 0.24
H 0.11 -1.92 1.80
H -1.66 -1.66 1.94
H -0.52 -0.46 2.61
*
```

---

Record 6
# C38H106N10O18

A cluster of 12 separate species, C38H106N10O18 in total in a non-equilibrium geometry (ωB97M-V/def2-TZVPD, the Open Molecules 2025 dataset).

As for the SMILES: COCCNCCOC.COCCNCCOC.COCCNCCOC.COCCNCCOC.COCCNCCOC.COCCNCCOC.NC(N)=O.NC(N)=O.O.O.O.O. Its LUMO energy is 0.10 eV. The value obtained for the HOMO energy is -8.137 eV.

```
! RIJCOSX wB97M-V def2-TZVPD def2/J DEFGRID3
* xyz 0 1
C -1.42 0.43 4.17
O -2.02 1.58 3.61
C -1.90 1.67 2.20
C -1.53 3.11 1.85
N -2.41 4.14 2.30
C -2.05 5.48 1.89
C -2.12 5.77 0.42
O -0.93 5.41 -0.27
C -0.84 6.07 -1.50
H -1.79 -0.49 3.71
H -1.68 0.46 5.23
H -0.33 0.41 4.17
H -2.89 1.38 1.83
H -1.21 0.98 1.71
H -1.46 3.19 0.76
H -0.50 3.16 2.25
H -2.62 4.08 3.29
H -1.05 5.73 2.28
H -2.81 6.13 2.36
H -2.38 6.83 0.29
H -3.02 5.31 -0.01
H -0.93 7.17 -1.33
H -1.70 5.89 -2.15
H 0.14 5.95 -1.94
C 1.01 8.34 1.06
O 2.31 8.73 1.56
C 3.37 8.10 0.85
C 3.48 6.61 1.12
N 4.75 6.12 0.56
C 4.81 4.67 0.55
C 4.98 4.08 1.94
O 5.24 2.69 1.82
C 6.11 2.22 2.82
H 0.46 9.29 1.08
H 0.43 7.91 1.89
H 1.14 7.78 0.15
H 4.23 8.60 1.30
H 3.37 8.37 -0.21
H 2.52 6.19 0.81
H 3.55 6.48 2.20
H 4.90 6.45 -0.39
H 5.75 4.44 0.03
H 4.03 4.15 -0.02
H 4.12 4.27 2.59
H 5.89 4.51 2.37
H 5.78 2.51 3.82
H 7.13 2.60 2.63
H 6.24 1.14 2.82
C -0.77 0.30 -3.73
O -1.25 0.35 -2.40
C -2.07 1.46 -2.06
C -3.28 1.69 -2.98
N -2.94 2.34 -4.28
C -2.69 3.78 -4.17
C -3.82 4.62 -3.57
O -3.53 5.99 -3.71
C -3.61 6.50 -5.05
H -0.02 -0.50 -3.70
H -0.29 1.17 -4.17
H -1.66 -0.09 -4.25
H -1.42 2.34 -2.12
H -2.44 1.34 -1.04
H -4.00 2.32 -2.46
H -3.73 0.74 -3.25
H -2.18 1.88 -4.74
H -2.39 4.06 -5.19
H -1.72 3.95 -3.67
H -4.01 4.44 -2.52
H -4.72 4.41 -4.16
H -3.57 7.58 -5.04
H -4.51 6.03 -5.48
H -2.81 6.07 -5.66
C 0.10 -10.48 6.35
O -0.55 -9.43 5.65
C -0.66 -8.30 6.48
C -1.48 -7.23 5.74
N -1.14 -7.12 4.30
C 0.24 -6.61 4.14
C 0.85 -7.19 2.87
O 1.75 -6.35 2.17
C 2.88 -7.05 1.73
H -0.33 -10.61 7.35
H 1.18 -10.40 6.41
H -0.16 -11.41 5.84
H 0.30 -7.89 6.81
H -1.18 -8.48 7.43
H -1.29 -6.23 6.11
H -2.54 -7.44 5.83
H -1.19 -8.05 3.90
H 0.82 -6.71 5.06
H 0.15 -5.54 3.90
H 0.06 -7.43 2.14
H 1.23 -8.20 3.08
H 2.59 -7.96 1.20
H 3.65 -7.27 2.48
H 3.54 -6.47 1.07
C -5.50 -3.94 0.02
O -5.39 -3.97 -1.39
C -4.61 -5.07 -1.86
C -3.64 -4.58 -2.94
N -2.52 -3.90 -2.31
C -1.70 -3.15 -3.27
C -0.77 -4.03 -4.07
O 0.34 -3.29 -4.56
C 1.47 -3.36 -3.72
H -5.87 -2.96 0.32
H -4.61 -4.27 0.55
H -6.36 -4.58 0.28
H -5.24 -5.93 -2.06
H -3.96 -5.40 -1.04
H -4.27 -3.93 -3.58
H -3.34 -5.30 -3.71
H -2.96 -3.22 -1.68
H -1.12 -2.38 -2.75
H -2.34 -2.52 -3.90
H -1.30 -4.48 -4.92
H -0.40 -4.92 -3.56
H 2.38 -3.26 -4.31
H 1.63 -4.32 -3.21
H 1.44 -2.60 -2.93
C -1.44 -2.09 0.92
O -0.59 -3.12 1.43
C 0.78 -2.88 1.14
C 1.32 -1.60 1.78
N 1.05 -0.28 1.19
C 2.21 0.59 1.12
C 1.86 1.88 0.44
O 1.33 1.77 -0.89
C 2.07 0.99 -1.79
H -1.15 -1.68 -0.05
H -1.54 -1.31 1.67
H -2.43 -2.55 0.88
H 1.06 -3.03 0.08
H 1.21 -3.82 1.52
H 2.33 -1.72 2.18
H 0.77 -1.48 2.73
H 0.72 -0.37 0.23
H 3.06 0.12 0.60
H 2.49 0.99 2.10
H 2.67 2.62 0.49
H 0.99 2.34 0.92
H 2.06 -0.10 -1.69
H 3.12 1.32 -1.73
H 1.71 1.19 -2.80
N -4.65 -3.90 3.54
C -3.56 -3.28 4.03
N -2.37 -3.94 4.00
O -3.55 -2.08 4.34
H -4.63 -4.88 3.34
H -5.43 -3.33 3.26
H -1.67 -3.24 4.17
H -2.17 -4.87 3.67
N 1.01 2.13 -6.48
C 1.26 3.40 -6.98
N 1.16 3.44 -8.36
O 1.53 4.39 -6.33
H 0.64 1.50 -7.15
H 1.41 1.93 -5.58
H 1.23 2.59 -8.89
H 0.87 4.31 -8.76
O 4.72 2.41 -3.61
H 5.19 1.69 -3.16
H 3.86 2.46 -3.16
O 2.16 3.57 -2.98
H 1.58 3.34 -2.24
H 2.42 4.49 -2.81
O 3.88 -4.79 3.76
H 3.11 -5.14 3.28
H 4.63 -5.01 3.20
O 6.00 0.73 -1.70
H 5.98 -0.18 -1.36
H 6.91 0.84 -2.01
*
```